Version one
Computed, not measured: a molecular structure, C5H9N2, with ωB97M-V with the def2-TZVPD basis set.

Summary:
Charge: +1
Molar mass, g mol⁻¹: 97.1
E_LUMO, eV: -6.05
Gap between HOMO and LUMO, eV: 9.17

Each line ends with the Mulliken charge.
Geometry (Å):
C 1.002 -1.297 -0.026  0.57
C -0.342 0.102 -0.140  0.38
C 2.058 -2.287 0.168  -0.84
C -1.325 2.277 0.677  -1.02
C -1.348 1.155 -0.311  -0.09
N 0.615 0.008 0.739  -0.49
N 0.044 -1.072 -0.951  -0.17
H 2.281 -2.324 1.253  0.32
H 2.976 -1.906 -0.373  0.32
H 1.902 -3.308 -0.416  0.35
H -2.349 2.774 0.919  0.31
H -0.819 3.228 0.267  0.26
H -0.847 1.840 1.555  0.33
H -1.060 1.620 -1.340  0.26
H -2.421 0.773 -0.312  0.31
H -0.367 -1.582 -1.709  0.22

Version two
Computed, not measured: a gas-phase ion, C5H9N2 (charge +1), with ωB97M-V with the def2-TZVPD basis set.

Summary:
Charge: +1
SMILES string: C=C[C@H]1CNC=[NH+]1
Molar mass, g mol⁻¹: 97.1
E_LUMO, eV: -3.65
Gap between HOMO and LUMO, eV: 10.38

Each line ends with the Mulliken charge.
Geometry (Å):
C 1.912 0.743 -0.053  -0.09
C -2.777 0.013 0.031  -0.79
C -1.498 0.235 -0.288  -0.40
C 0.736 -1.182 0.113  -0.64
C -0.187 0.045 0.550  0.47
N 2.061 -0.545 -0.131  -0.12
N 0.651 1.157 0.157  -0.11
H 2.738 1.411 -0.314  0.38
H -3.525 0.398 -0.702  0.24
H -3.153 -0.296 0.974  0.32
H -1.180 0.468 -1.298  0.30
H 0.853 -2.051 0.743  0.32
H 0.418 -1.594 -0.871  0.34
H -0.334 0.025 1.692  0.32
H 2.896 -0.898 -0.663  0.30
H 0.389 2.069 0.061  0.17

version two takes first place; second place is 57.9 kcal/mol up.

Version one
Computed, not measured: a molecular structure, C4H13N3O, with ωB97M-V with the def2-TZVPD basis set.

Summary:
Charge: 0
Molar mass, g mol⁻¹: 119.2
E_LUMO, eV: 0.79
Gap between HOMO and LUMO, eV: 9.35

Each line ends with the Mulliken charge.
Geometry (Å):
C 1.505 1.096 -0.178  -0.53
O 0.192 1.258 -0.675  -0.79
C 1.655 0.222 1.042  -0.15
N 3.081 0.349 1.461  -0.63
H 2.153 0.633 -0.963  0.24
H 1.865 2.114 0.014  0.37
H 0.926 0.528 1.794  0.17
H 1.490 -0.836 0.757  0.15
H 3.299 1.354 1.617  0.22
H 3.359 -0.156 2.322  0.22
C -1.483 -1.446 0.751  -0.96
N -2.224 0.428 -2.273  -0.23
C -2.255 -0.497 -1.402  -0.09
N -1.330 -0.649 -0.465  -0.34
H -0.863 -2.330 0.631  0.31
H -2.504 -1.765 0.973  0.38
H -1.105 -0.891 1.640  0.24
H -1.385 0.873 -2.045  0.25
H -2.780 0.528 -3.135  0.23
H -3.157 -1.155 -1.364  0.32
H -0.438 0.342 -0.500  0.61

Version two
Computed, not measured: 2 unconnected molecules or ions with the total composition C4H13N3O, with ωB97M-V with the def2-TZVPD basis set.

Summary:
Charge: 0
SMILES string: N/C=C(/N)O.CNC
Molar mass, g mol⁻¹: 119.2
E_LUMO, eV: 0.72
Gap between HOMO and LUMO, eV: 7.92

Each line ends with the Mulliken charge.
Geometry (Å):
C -1.859 -0.245 1.226  -1.08
C 0.248 0.231 2.262  -1.06
N -0.455 0.036 1.013  0.03
H 0.109 -0.638 0.215  0.29
H 0.141 -0.617 2.953  0.34
H -2.353 -0.402 0.262  0.28
H -2.024 -1.142 1.840  0.34
H -2.370 0.594 1.722  0.34
H -0.109 1.128 2.792  0.30
H 1.318 0.375 2.075  0.27
C 0.762 0.529 -1.436  0.41
N 1.703 1.408 -1.001  -0.38
N 0.118 -1.708 -2.186  -0.57
C 0.893 -0.851 -1.381  -0.49
O -0.449 1.038 -1.765  -0.57
H -0.675 1.681 -1.070  0.36
H 1.410 2.377 -0.940  0.20
H 2.636 1.018 -0.940  0.21
H -0.393 -2.385 -1.630  0.23
H -0.560 -1.202 -2.753  0.28
H 1.909 -1.227 -1.259  0.26

Version three
Computed, not measured: 2 unconnected molecules or ions with the total composition C4H13N3O, with ωB97M-V with the def2-TZVPD basis set.

Summary:
Charge: 0
SMILES string: N/C=N\CCCN.O
Molar mass, g mol⁻¹: 119.2
E_LUMO, eV: 0.56
Gap between HOMO and LUMO, eV: 9.57

Each line ends with the Mulliken charge.
Geometry (Å):
C -1.724 -1.190 -2.053  -0.66
C -2.339 -0.194 -1.026  -0.57
C -1.353 0.474 -0.107  -0.44
N 1.298 -0.400 0.470  -0.41
C 0.190 -0.812 1.167  -0.03
N -1.000 -0.366 1.060  -0.51
N -0.512 -0.793 -2.711  -0.55
H -2.516 -1.316 -2.796  0.32
H -1.660 -2.177 -1.594  0.33
H -2.946 0.527 -1.585  0.34
H -3.101 -0.783 -0.513  0.32
H -1.961 1.172 0.481  0.27
H -0.573 1.055 -0.607  0.34
H 2.174 -0.786 0.764  0.25
H 1.303 -0.221 -0.519  0.15
H 0.262 -1.470 2.029  0.39
H 0.338 -0.891 -2.187  0.22
H -0.506 0.155 -3.062  0.24
H 4.888 2.178 3.613  0.32
H 4.659 3.344 4.670  0.32
O 5.079 2.494 4.506  -0.64

version three takes first place; second place is 12.9 kcal/mol up.

Version one
Computed, not measured: 2 unconnected molecules or ions with the total composition C4H13N3O, with ωB97M-V with the def2-TZVPD basis set.

Summary:
Charge: 0
Molar mass, g mol⁻¹: 119.2
E_LUMO, eV: -4.13
Gap between HOMO and LUMO, eV: 3.52

Each line ends with the Mulliken charge.
Geometry (Å):
C -1.562 -1.922 -0.703  -1.00
C -0.382 -0.938 -0.766  -0.15
C -0.608 0.045 0.426  -0.96
N 0.056 1.355 0.388  -0.19
C 1.513 1.331 0.038  0.10
N 2.093 2.620 0.426  -0.61
N 1.813 0.763 -1.189  -0.40
H -1.447 -2.884 -1.185  0.39
H -1.854 -2.056 0.396  0.17
H -2.350 -1.364 -1.213  0.38
H 0.629 -1.328 -0.622  0.34
H -0.396 -0.387 -1.722  0.30
H -0.345 -0.399 1.383  0.35
H -1.688 0.245 0.454  0.48
H -0.421 1.913 -0.336  0.36
H 2.780 2.944 -0.247  0.26
H 2.607 2.495 1.293  0.26
H 2.016 1.455 -1.931  0.23
H 1.885 0.596 0.787  0.25
H -2.539 -2.521 2.301  0.22
O -1.802 -1.963 2.021  -0.75

Version two
Computed, not measured: 2 unconnected molecules or ions with the total composition C4H13N3O, with ωB97M-V with the def2-TZVPD basis set.

Summary:
Charge: 0
SMILES string: C[C@@H](N)CN.[H]/N=C\O
Molar mass, g mol⁻¹: 119.2
E_LUMO, eV: 0.53
Gap between HOMO and LUMO, eV: 8.11

Each line ends with the Mulliken charge.
Geometry (Å):
C 0.747 0.089 1.919  -0.02
C 0.926 -0.081 -1.018  -0.74
N -0.461 0.418 2.163  -0.60
N 1.631 1.177 -1.124  -0.58
O 1.228 -1.149 2.144  -0.50
H 2.107 -1.257 1.761  0.37
H 1.427 0.856 1.561  0.49
H -1.038 -0.334 2.531  0.26
H -1.129 0.900 0.892  0.40
H 1.251 1.745 -1.875  0.26
H 1.555 1.735 -0.278  0.20
H 1.406 -0.748 -0.300  0.19
H 1.041 -0.615 -1.963  0.47
C -1.439 -1.297 -0.691  -1.33
C -0.903 0.080 -1.032  0.14
N -1.442 1.082 -0.232  -0.69
H -1.155 2.003 -0.548  0.27
H -1.018 0.313 -2.096  0.43
H -1.212 -1.551 0.342  0.28
H -2.521 -1.311 -0.821  0.35
H -1.001 -2.055 -1.336  0.36

version two takes first place; second place is 136.9 kcal/mol up.

Version one
Computed, not measured: a single C4H13N3O molecule, with ωB97M-V with the def2-TZVPD basis set.

Summary:
Charge: 0
SMILES string: NCNCCNCO
Molar mass, g mol⁻¹: 119.2
E_LUMO, eV: 0.95
Gap between HOMO and LUMO, eV: 9.58

Each line ends with the Mulliken charge.
Geometry (Å):
C -0.112 0.053 -0.145  -0.37
N -0.806 0.456 -1.345  -0.35
C -1.218 -0.645 -2.199  -0.43
N -2.086 -0.229 -3.292  -0.59
C 0.616 1.225 0.532  -0.75
N 1.423 0.845 1.679  -0.27
C 0.952 -0.086 2.646  -0.39
O 1.396 -1.432 2.435  -0.53
H 0.645 -0.664 -0.445  0.19
H -0.770 -0.406 0.607  0.32
H -1.484 1.194 -1.219  0.25
H -0.310 -1.060 -2.607  0.32
H -1.766 -1.431 -1.674  0.30
H -2.851 0.332 -2.944  0.23
H -1.568 0.210 -4.034  0.25
H -0.130 1.985 0.786  0.26
H 1.311 1.641 -0.200  0.36
H 2.400 0.795 1.421  0.27
H -0.131 -0.041 2.641  0.31
H 1.303 0.192 3.631  0.28
H 1.628 -1.483 1.495  0.34

Version two
Computed, not measured: 2 unconnected molecules or ions with the total composition C4H13N3O, with ωB97M-V with the def2-TZVPD basis set.

Summary:
Charge: 0
SMILES string: CN[C@@H](C)N.NC=O
Molar mass, g mol⁻¹: 119.2
E_LUMO, eV: 0.64
Gap between HOMO and LUMO, eV: 10.00

Each line ends with the Mulliken charge.
Geometry (Å):
C -1.188 -0.281 -0.500  0.31
C -1.550 -0.990 0.801  -1.52
N -2.346 0.464 -0.979  -0.61
H -2.219 0.762 -1.940  0.22
H -3.186 -0.098 -0.929  0.23
H -0.841 -1.040 -1.230  0.31
H 3.269 0.106 -1.225  0.26
H -2.052 -0.301 1.474  0.44
H -0.653 -1.375 1.277  0.28
H -2.218 -1.821 0.593  0.42
C -0.257 1.673 0.668  -1.07
N -0.049 0.612 -0.314  -0.43
C 3.421 -0.657 -0.436  0.05
N 2.316 -0.843 0.296  -0.22
O 4.471 -1.230 -0.284  -0.59
H 0.159 1.044 -1.211  0.25
H 1.447 -0.331 0.120  0.45
H 2.358 -1.517 1.044  0.18
H -0.256 1.239 1.666  0.29
H 0.572 2.375 0.597  0.36
H -1.198 2.207 0.510  0.39

version two takes first place; second place is 27.2 kcal/mol up.

Version one
Computed, not measured: a single C15H22N2O4 molecule, with ωB97M-V with the def2-TZVPD basis set.

Summary:
Charge: 0
SMILES string: O=C([C@H](CO)NC(=O)[C@H]1C[C@@]2(C1)C[C@]21CC1)N1CCCO1
Molar mass, g mol⁻¹: 294.4
E_LUMO, eV: 0.61
Gap between HOMO and LUMO, eV: 7.76

Each line ends with the Mulliken charge.
Geometry (Å):
O 2.227 -0.011 0.107  -0.70
C 1.159 -0.440 -0.302  -0.19
N -0.026 0.100 0.080  -0.22
C -0.073 1.200 1.022  0.30
C 0.237 2.526 0.314  -0.81
O 0.125 3.553 1.287  -0.45
C -1.496 1.213 1.592  -0.06
O -2.455 1.024 0.877  -0.60
N -1.545 1.192 2.981  0.35
C -1.128 2.347 3.784  -0.52
C -1.662 1.945 5.143  -0.61
C -3.019 1.381 4.748  -0.40
O -2.877 0.889 3.411  -0.38
C 1.061 -1.627 -1.230  0.70
C 2.223 -1.856 -2.230  -1.08
C 2.096 -3.337 -1.903  1.15
C 1.393 -3.015 -0.601  -1.01
C 1.785 -4.402 -2.828  -0.77
C 3.102 -4.551 -1.990  -0.41
C 4.325 -4.725 -2.977  -0.69
C 4.546 -4.050 -1.710  -0.21
H -0.899 -0.261 -0.270  0.33
H 0.658 1.026 1.810  0.41
H 1.245 2.462 -0.100  0.42
H -0.489 2.658 -0.493  0.32
H 0.342 4.398 0.883  0.30
H -0.047 2.460 3.718  0.38
H -1.602 3.264 3.426  0.26
H -1.023 1.181 5.585  0.27
H -1.752 2.783 5.832  0.36
H -3.355 0.557 5.378  0.28
H -3.782 2.162 4.740  0.25
H 0.097 -1.669 -1.742  0.36
H 2.112 -1.513 -3.257  0.38
H 3.129 -1.437 -1.778  0.27
H 2.124 -2.877 0.201  0.31
H 0.580 -3.657 -0.274  0.34
H 1.056 -5.190 -2.666  0.25
H 1.912 -4.106 -3.863  0.24
H 4.579 -5.770 -3.084  0.24
H 4.372 -4.134 -3.889  0.28
H 4.704 -2.981 -1.812  0.14
H 5.012 -4.497 -0.840  0.19

Version two
Computed, not measured: a single C15H22N2O4 molecule, with ωB97M-V with the def2-TZVPD basis set.

Summary:
Charge: 0
SMILES string: COC(=O)[C@@H](NC(=O)NCc1cccc(OC)c1)C(C)C
Molar mass, g mol⁻¹: 294.4
E_LUMO, eV: 0.68
Gap between HOMO and LUMO, eV: 9.15

Each line ends with the Mulliken charge.
Geometry (Å):
C 1.406 3.216 -2.523  -0.74
H 1.137 3.054 -3.569  0.32
H 2.204 3.949 -2.442  0.25
H 0.519 3.550 -1.981  0.30
O 1.910 2.015 -1.950  -0.26
C 1.074 0.980 -1.921  0.26
O -0.059 1.021 -2.333  -0.57
C 1.695 -0.262 -1.300  -0.11
N 0.635 -1.192 -0.985  -0.32
C 0.363 -1.486 0.330  0.57
O 1.128 -1.209 1.233  -0.70
N -0.786 -2.199 0.508  -0.23
H -1.457 -2.229 -0.244  0.24
C -1.294 -2.480 1.837  -1.20
C -2.296 -1.441 2.276  0.30
C -3.642 -1.740 2.408  -0.72
C -4.535 -0.744 2.774  -0.45
C -4.095 0.544 2.995  -0.57
C -2.740 0.855 2.857  0.68
C -1.847 -0.145 2.501  -0.19
H -0.792 0.054 2.393  0.54
O -2.399 2.152 3.092  -0.45
C -1.046 2.520 2.963  -0.65
H -1.008 3.584 3.188  0.24
H -0.679 2.350 1.946  0.21
H -0.412 1.976 3.670  0.33
H -4.777 1.330 3.276  0.45
H -5.584 -0.976 2.883  0.36
H -3.993 -2.746 2.233  0.36
H -1.744 -3.477 1.837  0.46
H -0.426 -2.473 2.501  0.34
H -0.132 -1.183 -1.643  0.35
H 2.177 0.009 -0.353  0.66
C 2.750 -0.917 -2.225  0.38
C 2.235 -1.045 -3.656  -1.50
H 1.281 -1.566 -3.679  0.35
H 2.103 -0.064 -4.109  0.29
H 2.945 -1.604 -4.260  0.46
C 4.070 -0.155 -2.183  -1.41
H 3.937 0.867 -2.529  0.26
H 4.801 -0.644 -2.823  0.43
H 4.463 -0.127 -1.170  0.38
H 2.913 -1.921 -1.821  0.34

Version three
Computed, not measured: a molecular structure, C15H22N2O4, with ωB97M-V with the def2-TZVPD basis set.

Summary:
Charge: 0
Molar mass, g mol⁻¹: 294.4
E_LUMO, eV: -0.09
Gap between HOMO and LUMO, eV: 8.10

Each line ends with the Mulliken charge.
Geometry (Å):
C -0.203 0.539 -1.626  0.17
C -1.016 -0.353 -0.595  0.48
C 0.542 1.445 -0.581  -0.47
C 1.796 2.020 -1.207  0.25
C 3.075 1.199 -1.176  -0.24
C 1.631 3.122 -2.057  -0.70
C 4.302 1.696 -1.746  -0.67
C 2.881 3.460 -2.594  -0.27
C 4.110 2.810 -2.511  0.72
C -1.679 -2.285 0.880  -0.09
C -2.852 -2.451 0.116  0.12
C -1.884 -1.892 2.308  0.87
C -2.145 -3.218 3.021  -1.58
C -0.740 -1.217 2.965  -0.74
C -0.733 0.380 2.926  -1.43
H -1.995 1.418 -2.457  0.25
H -0.786 0.439 -3.537  0.30
H 0.785 -0.011 -2.109  0.29
H 0.744 0.781 0.382  0.16
H -0.363 2.041 -0.089  0.36
H 3.440 0.097 -0.770  0.17
H 0.714 3.914 -2.289  0.22
H 5.422 1.445 -1.510  0.13
H 2.968 4.536 -3.205  0.11
H 5.940 3.216 -2.471  0.37
H -0.447 -2.523 -1.352  0.35
H -1.323 -3.372 1.005  0.38
H -2.818 -1.203 2.093  0.46
H -2.542 -4.077 2.435  0.48
H -1.113 -3.639 3.436  0.32
H -2.934 -2.846 3.808  0.34
H 0.083 -1.838 2.473  0.39
H -0.899 -1.349 4.041  0.38
H 0.095 0.781 3.454  0.41
H -1.612 0.607 3.426  0.49
H -0.689 1.054 1.978  0.13
H -4.655 -2.433 -0.394  0.50
N -1.043 1.057 -2.621  -0.51
N -0.595 -1.633 -0.020  -0.64
O -1.908 0.227 -0.015  -0.56
O 5.109 3.328 -3.356  -0.56
O -2.541 -2.756 -1.082  -0.64
O -4.126 -2.513 0.624  -0.51

version two takes first place; second place is 180.7 kcal/mol up.

Version one
Computed, not measured: a single C2H2N2O molecule, with ωB97M-V with the def2-TZVPD basis set.

Summary:
Charge: 0
SMILES string: N#C[C@H]1NO1
Molar mass, g mol⁻¹: 70.1
E_LUMO, eV: 0.53
Gap between HOMO and LUMO, eV: 11.56

Each line ends with the Mulliken charge.
Geometry (Å):
C 2.312 -0.072 0.000  -0.02
C 0.958 0.250 -0.142  0.49
N 3.421 -0.344 0.054  -0.28
N 0.147 0.900 0.798  -0.43
O 0.387 1.457 -0.490  -0.29
H 0.394 -0.501 -0.909  0.25
H -0.737 0.582 0.683  0.29

Version two
Computed, not measured: a single C2H2N2O molecule, with ωB97M-V with the def2-TZVPD basis set.

Summary:
Charge: 0
SMILES string: N#C/C=N\O
Molar mass, g mol⁻¹: 70.1
E_LUMO, eV: 0.01
Gap between HOMO and LUMO, eV: 10.77

Each line ends with the Mulliken charge.
Geometry (Å):
C 0.222 -0.741 0.464  -0.07
C -0.013 0.609 0.950  0.37
H -0.297 -0.526 -2.433  0.36
H 0.609 -1.424 1.195  0.34
N 0.214 -1.107 -0.754  -0.31
N -0.144 1.640 1.512  -0.35
O -0.256 -0.123 -1.569  -0.33

version two takes first place; second place is 36.3 kcal/mol up.